Entry 1:
Computed, not measured: 2 unconnected molecules or ions with the total composition C9H21N7O3P, with wB97M-V/def2-TZVPD.

Element x y z (Å)
O -6.006 0.866 0.768
H 0.582 0.179 -2.910
C -1.916 -0.488 0.794
H -3.083 1.932 3.003
H -2.007 1.762 0.910
C 5.043 1.097 -1.404
H 3.607 1.902 -0.172
H 5.845 1.630 -1.899
N 2.861 -2.806 0.612
H -8.221 -0.714 2.051
N 3.961 2.042 -1.106
P 3.250 -1.347 0.313
H 2.620 0.636 -2.716
C 3.099 -0.278 -2.378
C -0.805 -0.439 -0.177
H -1.683 -1.235 1.539
H 4.839 0.265 -3.361
H -1.715 0.266 -1.941
N 2.471 -0.673 -1.092
H 2.880 -1.074 -3.087
H -6.705 -1.614 2.316
N 0.359 -0.075 -1.965
H 5.496 0.679 -0.508
C -7.215 -0.894 1.685
C -2.897 0.915 2.709
N 0.438 -0.742 0.121
N -6.469 0.393 1.788
H 2.944 -0.403 1.302
H 2.416 -2.928 1.511
H 5.127 -0.961 -2.173
N -0.900 -0.041 -1.441
C -2.008 0.868 1.535
H 4.301 2.988 -1.158
C 4.587 -0.036 -2.348
C 1.155 -0.512 -0.982
H 4.579 -1.194 -0.048
O -6.371 0.882 2.888
H -2.870 -0.656 0.303
H -3.032 0.066 3.352
O -1.339 0.944 2.719
H -7.219 -1.202 0.648

Frontier orbital gap = 0.345 hartree
Total charge = +1
Energy above the lowest of the compared OMol25 structures with the same formula, charge and spin = 0.000 eV
HOMO energy = -12.069 eV

***

Entry 2:
Computed, not measured: a molecular structure, C3H3FeO4, with wB97M-V/def2-TZVPD.

Element x y z (Å)
H -2.955 1.446 0.467
C 0.937 -1.398 0.301
O -0.879 -0.211 -0.912
O 1.792 -0.450 -0.060
C -1.676 0.104 0.154
H 0.572 -1.547 1.317
C 0.288 -0.858 -0.852
H 0.658 -1.071 -1.857
O -2.233 1.250 -0.147
O -1.856 -0.579 1.117
Fe 2.828 1.011 0.299

<S²> = 12.018
Frontier orbital gap (alpha / beta) = 0.259 / 0.256 hartree
Total charge = +3
Energy above the lowest of the compared OMol25 structures with the same formula, charge and spin = 2.513 eV
HOMO energy (alpha / beta) = -22.775 / -26.055 eV
Multiplicity = 7

***

Entry 3:
Computed, not measured: a single C2H2O3 molecule, with wB97M-V/def2-TZVPD.

Element x y z (Å)
H -0.315 -1.484 -0.465
H -0.257 -0.283 -1.891
C -0.227 -0.497 -0.722
O -1.136 0.302 0.161
O 0.977 1.344 0.750
O 0.818 0.266 1.677
C 0.141 0.353 0.491

Structure (SMILES) = C1OC12OO2
Frontier orbital gap = 0.432 hartree
Energy above the lowest of the compared OMol25 structures with the same formula, charge and spin = 5.467 eV
HOMO energy = -10.835 eV

***

Entry 4:
Computed, not measured: a molecular structure, C25H50O11, with wB97M-V/def2-TZVPD.

Element x y z (Å)
C -5.393 1.872 3.059
C 4.863 0.689 -0.564
O 3.608 -2.525 -1.298
H 5.291 -0.980 -2.314
C 1.899 -2.259 -4.119
O -5.617 0.775 2.090
C 2.850 1.248 -4.000
H 3.070 -4.278 -0.162
H -0.314 3.029 1.458
C -6.242 0.134 -0.141
H -0.314 -2.680 -4.868
O 5.272 -4.063 -1.414
O 1.891 -0.882 -4.004
H 1.457 -2.105 -1.537
C -1.968 0.666 -1.246
C 2.677 -3.569 -0.993
H -1.393 -2.333 0.779
C 3.056 -0.254 -3.975
H -6.102 0.727 4.624
H -3.000 -4.750 -0.403
H 2.219 -2.457 -5.187
H -3.620 -4.550 -1.914
H 4.129 0.827 -1.381
H -5.598 -0.662 -0.267
H 3.060 -1.537 -0.829
H 5.134 1.547 -0.128
H 2.690 -4.323 -1.845
C -0.984 0.362 -2.343
H 5.751 0.318 -1.111
H 0.920 6.342 5.794
C 0.949 4.357 5.222
H 2.563 1.556 -4.941
H -0.706 5.617 5.709
O 4.151 -0.680 -3.759
C -2.289 -2.001 0.314
H 1.167 -2.169 0.154
C -2.319 2.167 0.633
H 1.994 1.722 -3.242
C 1.333 -2.849 -0.769
C 0.438 -2.855 -4.058
C -5.867 1.242 0.751
C 0.260 5.490 6.055
H -1.979 3.550 1.923
H -0.092 0.250 -1.925
H 2.357 0.044 -0.671
H 3.790 1.608 -3.732
C 4.093 -0.167 0.284
H -2.360 1.260 1.359
C 2.795 -0.880 -0.204
C 5.719 -1.722 -1.675
H 2.254 -1.492 0.611
H -4.519 2.650 2.672
H 6.254 -1.383 -0.820
H -6.229 2.282 3.341
H 6.590 -2.011 -2.454
O 0.323 3.903 4.176
H -1.997 -0.926 0.049
C -1.366 3.263 1.127
H 0.489 -3.538 -0.996
O 4.428 -0.494 1.578
H -4.255 0.382 4.269
H -4.262 -3.721 -0.327
H 2.665 3.081 5.149
H -3.300 2.302 0.360
O -5.714 2.444 0.443
H 0.237 5.141 7.136
C -3.435 -3.951 -0.907
C 4.857 -2.868 -1.424
O -2.993 -0.007 -1.097
C -2.430 -2.846 -0.984
H 2.979 4.786 5.605
H -1.038 4.026 0.291
H 0.085 -2.319 -3.117
H 0.398 -3.836 -3.963
H -0.875 1.142 -2.964
H -3.085 -2.018 0.925
H -6.318 0.556 -1.283
H -5.054 1.664 5.227
C 2.271 3.847 5.725
H 2.698 -2.768 -3.436
H 2.209 3.558 6.759
H -7.190 -0.467 0.097
C -5.211 1.030 4.390
O -1.571 1.722 -0.535
O -1.796 -2.562 -2.102
H -1.354 -0.446 -2.730

Frontier orbital gap = 0.348 hartree
Energy above the lowest of the compared OMol25 structures with the same formula, charge and spin = 13.194 eV
HOMO energy = -8.916 eV

***

Entry 5:
Computed, not measured: a molecular structure, C41H31N8O2Ru, with wB97M-V/def2-TZVPD.

Element x y z (Å)
H 4.159 5.462 2.389
C 3.052 1.549 0.212
C -3.356 2.347 -0.568
H 4.458 0.646 1.637
N 0.341 1.224 -1.928
N -1.544 -0.774 -0.859
C -1.454 -0.745 2.372
N -2.438 0.090 2.036
H 1.418 -0.276 -2.857
C -4.362 2.072 -2.916
C 0.424 -3.808 -1.536
H -6.188 4.221 -0.487
C 2.030 1.646 -3.566
H 5.251 1.171 0.121
C 2.716 2.652 1.177
N -0.277 -0.853 1.695
Ru -0.008 0.122 -0.175
H 1.593 -1.745 1.681
C 0.404 -2.563 3.238
H -7.281 2.337 -1.340
C 3.411 4.701 2.228
N 2.089 0.462 0.065
O -2.416 -2.639 -1.816
C 2.126 -1.805 -0.670
N -1.134 2.964 -1.433
H -0.260 -4.584 -1.841
C 2.670 -3.045 -1.039
H -6.642 0.195 -0.505
C 3.671 3.648 1.374
C -1.850 2.339 -0.565
C 1.279 0.798 -2.786
O 4.098 -0.532 -0.009
C -3.515 -1.806 -2.244
H 0.740 1.967 1.660
C -4.340 -1.090 -1.225
H 2.463 3.723 -3.993
H -6.642 2.966 1.575
H 3.157 2.019 -0.786
C -6.202 2.192 -1.348
H 0.274 3.872 3.171
C -4.638 0.272 -1.284
C -1.412 -1.964 -1.270
C 1.809 -4.035 -1.474
H -6.206 2.998 -3.423
C -5.606 2.468 -2.704
C -0.827 -2.512 3.894
H -2.739 0.881 -2.124
H 0.599 4.529 -2.526
H 2.763 1.240 -4.243
C -3.636 1.670 0.742
H 1.165 -3.262 3.545
H -2.702 -1.455 3.946
C -4.178 3.548 -0.685
C -0.038 -2.544 -1.207
C -5.595 3.317 -0.357
C 0.036 2.555 -1.930
N -1.376 1.496 0.374
H 4.617 3.590 0.858
H -3.801 4.466 -1.096
C -5.863 0.804 -0.934
C 1.490 2.741 1.819
C 2.187 4.782 2.874
N 0.801 -1.583 -0.802
C -4.802 1.878 1.482
C -3.686 1.319 -1.810
C -1.744 -1.586 3.470
H 3.737 -3.191 -0.983
C 2.788 -0.624 -0.184
H -3.106 -1.087 -2.964
H -4.938 -1.714 -0.575
H -4.168 -2.516 -2.772
C -2.441 1.018 1.128
C 0.626 -1.721 2.169
H 1.978 5.614 3.528
C -5.752 2.733 1.013
C 0.834 3.482 -2.637
C 1.845 3.029 -3.443
H -4.885 1.403 2.448
C 4.339 0.764 0.553
H 2.205 -4.993 -1.773
H -1.048 -3.171 4.718
C 1.227 3.804 2.668
H -3.830 2.250 -3.834

<S²> = 0.797
Frontier orbital gap (alpha / beta) = 0.135 / 0.137 hartree
Total charge = +2
HOMO energy (alpha / beta) = -11.731 / -11.658 eV
Multiplicity = 2

***

Entry 6:
Computed, not measured: 2 unconnected molecules or ions with the total composition C25H43ClN3O5S, with wB97M-V/def2-TZVPD.

Element x y z (Å)
N -4.615 -2.494 3.624
C -0.164 -0.614 2.270
H 0.883 1.386 2.318
H 7.848 1.854 0.348
C -4.027 1.197 -0.405
H -1.847 -1.690 -0.071
H -0.132 -2.314 1.073
C -0.565 0.811 -2.004
H 1.104 -1.548 -2.288
H -3.932 2.367 1.559
H -1.496 2.113 0.524
C 4.871 -0.862 -1.198
H 1.390 2.045 -1.691
C 5.787 0.025 -2.111
H -4.025 -0.805 0.566
H -0.244 -2.440 -1.434
O -3.483 3.690 -0.104
C 6.178 0.225 0.881
H 4.449 -1.370 1.043
H 1.752 2.279 -4.293
C -0.582 1.417 0.521
H -1.805 -4.292 3.942
C 6.861 0.998 -1.572
H -1.385 1.599 -2.207
H -3.408 -4.825 4.471
S 1.296 4.924 -3.739
C 7.065 1.118 -0.039
O 0.578 6.239 -3.935
C -4.214 2.541 0.454
H 0.290 2.079 0.142
C 0.569 -0.793 -0.153
H 1.384 -1.749 1.506
H -2.608 -3.433 5.267
O -2.852 -2.728 2.259
C 0.722 2.142 -3.811
C 0.785 -1.937 -1.258
N 3.870 -1.697 -1.895
C -0.134 0.965 2.020
H -5.087 0.835 -0.682
Cl 2.383 5.079 -1.975
N 0.436 -1.456 1.183
H 1.652 0.486 -2.642
C 5.081 -0.746 0.327
H -2.716 3.902 0.468
C 0.004 3.584 -3.549
H 7.450 1.612 -2.325
H -0.820 -0.065 -2.720
C -5.413 -2.714 4.813
C 3.345 -2.785 -1.071
H 0.315 -0.893 3.272
H 6.366 0.340 2.010
C -2.057 -0.637 -0.467
C -3.229 0.017 0.400
H -3.485 1.413 -1.395
H -0.798 3.817 -4.346
H 1.508 -0.123 -0.152
H -0.915 1.419 2.744
H -1.273 -0.932 2.353
H -4.931 -3.392 5.514
H 1.668 -3.514 0.220
O 2.157 4.707 -4.964
H -6.374 -3.132 4.507
O 4.164 -3.583 -0.517
H -5.318 2.884 0.476
H 5.646 -0.050 -3.247
C -0.681 0.192 -0.513
H -0.002 1.572 -4.502
C 0.900 1.311 -2.415
C 1.792 -3.114 -0.839
H -4.977 -1.877 2.910
H -2.475 -0.770 -1.538
C -3.400 -3.019 3.321
H -0.495 3.612 -2.509
H -2.928 0.376 1.440
H 3.137 -1.067 -2.247
H -5.580 -1.750 5.297
H 1.555 -4.005 -1.540
C -2.770 -3.952 4.320

Frontier orbital gap = 0.297 hartree
Total charge = +1
HOMO energy = -10.866 eV

***

Entry 7:
Computed, not measured: a molecular structure, H6O2Si2, with wB97M-V/def2-TZVPD.

Element x y z (Å)
H 1.061 2.108 -0.803
H 1.523 -0.583 -1.780
Si -1.585 -0.285 0.125
H -1.776 -1.131 -1.065
H -2.145 -1.106 1.338
H -2.118 1.100 0.133
O 1.540 1.511 -0.281
O 2.081 -0.924 0.710
H 1.921 -0.910 1.628
Si 1.211 -0.055 -0.405

<S²> = 2.003
Frontier orbital gap (alpha / beta) = 0.200 / 0.329 hartree
HOMO energy (alpha / beta) = -4.836 / -11.483 eV
Multiplicity = 3

***

Entry 8:
Computed, not measured: a molecular structure, C29H43Cl7N3O4PbSi, with wB97M-V/def2-TZVPD.

Element x y z (Å)
C -0.902 -0.435 5.723
H -3.607 4.921 0.104
C -1.651 -1.395 -3.569
Cl 0.688 3.908 6.572
H -3.195 3.433 1.008
O 1.222 -0.214 -2.423
H -0.126 2.364 -7.342
C 0.743 2.479 4.266
H -3.910 0.336 6.355
H 3.034 -0.176 -3.321
C 2.973 -2.843 -2.655
C -0.711 1.606 -2.657
H -3.091 3.436 -0.809
H -1.364 -5.649 0.104
C 3.058 -3.978 -5.372
Cl 3.371 0.101 2.361
H 0.364 3.906 0.779
H -1.167 -2.378 -3.726
C 2.830 2.603 5.526
C -0.093 0.384 -6.460
H -1.997 -1.669 -0.371
H -1.660 2.083 -2.394
H 2.873 -4.280 -6.430
C -1.840 -0.618 -0.672
H -1.499 -0.093 0.236
N -1.819 0.291 6.433
C 1.530 0.074 -4.728
H -2.046 -3.978 -0.251
H -0.548 1.810 -3.725
H -1.934 -5.422 3.448
H 2.779 1.666 -4.171
O -1.907 -2.044 2.003
C -1.606 0.452 7.858
H -0.670 -0.077 8.097
H -2.429 0.015 8.444
Pb 1.919 0.791 -0.453
H 0.079 2.164 -2.108
C 3.442 1.706 4.609
H -3.120 1.876 5.997
H -2.616 -1.630 -3.079
H -1.262 -6.436 2.092
H -1.864 6.503 -0.270
H -2.896 -0.286 -0.808
C 1.989 1.368 -4.854
H 2.124 -2.112 -5.937
H 1.745 3.211 -5.873
H 2.637 -2.390 -1.721
H -0.311 -4.149 0.043
C 2.044 -0.624 -3.524
H -1.900 -0.934 -4.548
Si -0.827 -0.274 -2.274
C -0.635 3.512 0.508
H 2.681 -3.901 -2.721
C 0.363 1.688 -6.601
H -0.870 -0.034 -7.127
C -1.765 -3.179 2.427
H 4.079 -2.840 -2.632
H -0.076 -0.810 6.402
H 4.160 -4.026 -5.215
Cl 0.148 -2.113 -0.625
O -0.945 -0.657 4.531
C 2.670 1.204 3.515
Cl 3.742 3.221 6.839
C 1.396 2.187 -5.799
C 1.398 1.667 3.397
H -1.490 1.510 8.134
H 2.561 -4.739 -4.739
C 2.387 -2.080 -3.786
H -0.217 -5.400 3.102
C 2.461 -2.626 -5.037
O -0.821 2.276 0.466
H -3.071 0.556 4.791
C -1.310 -4.565 0.324
Cl 4.091 1.076 -1.640
H -0.782 5.605 -1.387
C 0.492 -0.446 -5.493
C 1.467 2.956 5.391
N -1.452 -4.362 1.758
C -1.092 5.729 -0.331
Cl -0.887 2.983 4.010
H -1.852 -3.435 3.533
C -3.051 0.793 5.852
N -1.558 4.464 0.242
H 0.214 -1.489 -5.417
C -2.956 4.035 0.114
C -1.203 -5.486 2.628
Cl 5.075 1.248 4.799
H -0.227 6.073 0.255

Frontier orbital gap = 0.216 hartree
Total charge = -1
Energy above the lowest of the compared OMol25 structures with the same formula, charge and spin = 0.277 eV
HOMO energy = -3.957 eV

***

Energy per entry: -1305.4805 -1679.1550 -302.9294 -1809.6907 -2263.7347 -2376.7365 -732.9382 -5299.7501 Eh